Model one:
This record from the OMol25 dataset describes 10 unconnected molecules or ions with the total composition C40H80O10. The level of theory is ωB97M-V with the def2-TZVPD basis set.

Calculated values
SMILES string = C1CCOC1.C1CCOC1.C1CCOC1.C1CCOC1.C1CCOC1.C1CCOC1.C1CCOC1.C1CCOC1.C1CCOC1.C1CCOC1
Spin multiplicity = 1

Each line ends with the Mulliken charge.
Cartesian coordinates (Å):
C -2.586 1.034 4.315  0.02
C -3.489 0.410 5.392  -0.62
C -3.000 -1.046 5.426  -0.50
O -1.640 -0.959 5.038  -0.45
C -1.670 -0.121 3.877  0.33
H -2.024 1.822 4.816  0.19
H -3.050 1.540 3.469  0.16
H -4.563 0.518 5.263  0.32
H -3.162 0.806 6.354  0.24
H -3.553 -1.694 4.733  0.22
H -3.074 -1.501 6.413  0.37
H -1.893 -0.661 2.954  -0.21
H -0.638 0.212 3.738  -0.03
C 5.547 -0.551 -3.485  -0.74
C 4.868 -1.813 -2.974  -0.63
C 3.831 -1.239 -2.017  0.20
O 3.348 -0.081 -2.692  -0.20
C 4.383 0.443 -3.539  -0.44
H 5.953 -0.676 -4.492  0.35
H 6.372 -0.223 -2.854  0.30
H 5.589 -2.493 -2.511  0.42
H 4.462 -2.383 -3.812  0.18
H 4.271 -0.955 -1.054  0.15
H 3.061 -1.976 -1.779  -0.01
H 4.723 1.376 -3.082  0.12
H 3.964 0.561 -4.536  0.32
C 0.061 6.256 -1.333  -0.58
C -0.571 5.373 -2.391  -0.72
C -0.696 4.075 -1.604  0.30
O 0.537 4.021 -0.856  -0.05
C 1.014 5.333 -0.595  -0.54
H -0.743 6.654 -0.705  0.00
H 0.568 7.155 -1.691  0.43
H 0.103 5.222 -3.236  0.29
H -1.504 5.783 -2.774  0.41
H -0.758 3.178 -2.220  -0.07
H -1.543 4.020 -0.915  -0.15
H 2.019 5.494 -0.993  0.32
H 1.049 5.552 0.476  0.29
C 3.261 1.778 0.867  0.33
C 2.709 2.989 1.616  0.44
C 3.881 3.948 1.452  -0.69
O 4.247 3.790 0.088  -0.52
C 3.852 2.497 -0.369  0.07
H 2.506 1.036 0.610  -0.78
H 4.029 1.272 1.456  0.40
H 2.344 2.880 2.640  0.45
H 1.840 3.367 1.070  -0.54
H 4.694 3.667 2.137  0.31
H 3.748 5.015 1.644  0.37
H 4.718 1.969 -0.766  0.11
H 3.045 2.625 -1.094  0.03
C -1.692 -3.264 0.535  0.56
C -1.284 -4.480 -0.252  -0.38
C 0.176 -4.054 -0.523  0.01
O 0.623 -3.545 0.740  -0.47
C -0.523 -3.097 1.496  0.12
H -2.656 -3.268 1.055  0.34
H -1.853 -2.363 -0.066  -0.59
H -1.778 -4.659 -1.209  0.22
H -1.300 -5.394 0.340  0.19
H 0.226 -3.256 -1.273  -0.43
H 0.859 -4.870 -0.761  0.44
H -0.426 -2.050 1.785  -0.37
H -0.602 -3.766 2.353  0.34
C 2.914 -1.653 2.927  0.53
C 3.907 -2.654 2.333  -0.35
C 3.491 -3.979 2.918  -0.33
O 3.048 -3.631 4.242  -0.50
C 2.316 -2.429 4.130  -0.35
H 2.166 -1.322 2.197  -0.63
H 3.269 -0.666 3.240  0.44
H 4.914 -2.378 2.656  0.34
H 3.942 -2.584 1.244  0.02
H 4.328 -4.665 3.032  0.35
H 2.616 -4.444 2.454  0.11
H 2.378 -1.865 5.059  0.35
H 1.260 -2.648 3.925  0.13
C 1.168 -3.224 -4.885  -0.64
C -0.159 -3.849 -4.417  -0.36
C -1.111 -2.638 -4.391  0.50
O -0.439 -1.574 -5.040  -0.55
C 0.938 -1.745 -4.689  0.34
H 1.306 -3.422 -5.952  0.28
H 2.069 -3.617 -4.415  0.35
H 0.004 -4.211 -3.398  -0.07
H -0.524 -4.670 -5.025  0.42
H -1.499 -2.391 -3.395  -0.40
H -2.026 -2.860 -4.950  0.24
H 1.136 -1.418 -3.659  -0.35
H 1.537 -1.057 -5.284  0.32
C -4.423 -2.905 -1.907  0.54
C -5.225 -3.563 -0.792  -0.51
C -5.158 -4.998 -1.266  -0.24
O -5.413 -4.900 -2.675  -0.45
C -5.092 -3.577 -3.110  -0.39
H -3.363 -3.138 -1.825  -0.67
H -4.547 -1.823 -1.991  0.28
H -6.248 -3.197 -0.703  0.34
H -4.775 -3.365 0.186  0.19
H -5.823 -5.685 -0.742  0.36
H -4.154 -5.430 -1.166  0.11
H -5.976 -2.996 -3.380  0.29
H -4.415 -3.641 -3.964  0.15
C 0.401 0.717 -0.902  0.87
C -0.678 0.063 -1.756  1.72
C -1.927 0.409 -0.951  -0.64
O -1.488 0.222 0.394  -0.48
C -0.206 0.869 0.489  0.54
H 0.661 1.716 -1.253  -0.32
H 1.301 0.102 -0.949  -0.48
H -0.556 -1.021 -1.723  -1.69
H -0.620 0.451 -2.773  0.56
H -2.762 -0.265 -1.144  -0.16
H -2.268 1.445 -1.076  0.16
H 0.439 0.433 1.257  0.19
H -0.306 1.921 0.780  -0.37
C -2.380 4.213 3.094  -0.24
C -2.154 5.739 3.353  -0.90
C -1.899 6.266 1.980  0.03
O -2.850 5.575 1.158  -0.49
C -2.967 4.245 1.677  0.60
H -3.065 3.924 3.885  0.23
H -1.438 3.670 3.126  0.17
H -1.319 5.861 4.049  0.36
H -3.020 6.140 3.877  0.33
H -0.872 6.067 1.650  -0.21
H -2.101 7.327 1.831  0.40
H -2.457 3.557 0.996  -0.68
H -4.013 3.933 1.715  0.41


Model two:
This record from the OMol25 dataset describes 10 unconnected molecules or ions with the total composition C40H80O10. The level of theory is ωB97M-V with the def2-TZVPD basis set.

Calculated values
SMILES string = C1CCOC1.C1CCOC1.C1CCOC1.C1CCOC1.C1CCOC1.C1CCOC1.C1CCOC1.C1CCOC1.C1CCOC1.C1CCOC1
Spin multiplicity = 1

Each line ends with the Mulliken charge.
Cartesian coordinates (Å):
C -2.922 -1.602 3.351  -0.34
C -3.772 -2.696 2.701  -0.47
C -4.168 -2.212 1.340  -0.42
O -2.967 -1.480 1.022  0.19
C -2.454 -0.882 2.155  0.63
H -1.902 -1.978 3.788  -0.03
H -3.598 -1.058 3.938  0.48
H -4.489 -3.302 3.454  0.37
H -2.974 -3.530 2.407  -0.06
H -5.121 -1.782 1.471  0.40
H -4.261 -3.068 0.659  -0.07
H -2.494 0.256 2.238  -0.24
H -1.341 -0.889 1.899  -0.46
C -2.849 -5.229 -1.514  0.57
C -3.518 -4.653 -2.749  -0.81
C -4.967 -4.469 -2.489  -0.12
O -5.163 -5.108 -1.222  -0.50
C -4.034 -5.934 -0.840  -0.84
H -2.559 -4.360 -0.687  -0.55
H -1.984 -5.900 -1.582  0.55
H -3.413 -5.417 -3.587  0.34
H -3.035 -3.811 -3.070  0.31
H -5.555 -5.126 -3.240  0.25
H -5.467 -3.455 -2.430  0.15
H -4.346 -6.939 -1.398  0.21
H -4.185 -6.062 0.071  0.53
C 1.580 -5.090 2.618  -0.61
C 0.752 -4.041 2.105  0.44
C 0.078 -4.542 0.853  0.37
O 0.103 -5.955 1.047  -0.45
C 1.308 -6.294 1.781  -0.45
H 1.240 -5.494 3.776  0.16
H 2.563 -4.715 2.862  0.34
H 1.106 -2.949 1.894  -0.18
H 0.018 -3.851 2.754  0.20
H 0.454 -4.586 -0.170  0.22
H -0.711 -3.928 0.911  -0.64
H 2.319 -6.288 1.078  0.15
H 0.990 -7.216 2.227  0.38
C -0.972 3.828 -0.163  0.72
C -1.681 3.009 0.902  0.64
C -3.084 3.553 0.699  -0.02
O -2.836 4.978 0.567  -0.51
C -1.483 5.228 0.134  -0.72
H -1.086 3.534 -1.208  -0.59
H 0.135 3.798 -0.164  0.09
H -1.352 3.170 2.063  0.01
H -1.528 1.836 0.838  -0.67
H -3.743 3.109 1.558  0.29
H -3.343 3.230 -0.312  0.07
H -1.047 5.829 0.972  0.25
H -1.579 5.851 -0.695  0.33
C 5.263 2.900 -1.938  -0.28
C 5.111 3.184 -3.423  -0.31
C 4.676 4.605 -3.558  -0.57
O 3.878 4.693 -2.347  -0.37
C 4.626 4.159 -1.281  -0.03
H 6.218 2.973 -1.481  0.30
H 4.889 2.046 -1.500  -0.04
H 4.332 2.575 -4.011  0.12
H 6.057 3.012 -4.029  0.35
H 4.032 4.631 -4.349  0.40
H 5.467 5.458 -3.602  0.26
H 3.736 3.755 -0.480  -0.04
H 5.457 4.904 -0.734  0.27
C 2.048 -0.243 5.748  -0.60
C 1.010 0.855 5.551  -0.76
C 0.360 0.569 4.207  -0.46
O 0.504 -0.840 4.114  -0.15
C 1.822 -1.231 4.538  0.32
H 2.151 -0.710 6.736  0.33
H 3.009 0.501 5.720  0.10
H 1.308 1.889 5.816  0.46
H 0.281 0.722 6.358  0.35
H 0.813 1.030 3.516  0.24
H -0.664 0.761 4.449  0.27
H 2.503 -0.988 3.570  -0.20
H 1.702 -2.376 4.876  0.24
C -4.866 1.293 -2.271  -0.81
C -4.650 0.128 -1.382  0.02
C -3.795 -0.812 -2.213  0.73
O -2.961 0.025 -2.924  -0.41
C -3.445 1.360 -2.849  0.69
H -5.216 2.130 -1.756  0.46
H -5.692 0.950 -2.950  0.35
H -5.636 -0.237 -0.914  0.24
H -3.979 0.389 -0.657  -0.10
H -4.435 -1.353 -3.070  -0.03
H -3.240 -1.536 -1.591  -0.62
H -3.397 1.999 -3.862  0.08
H -2.809 1.983 -2.359  -0.60
C -0.447 2.581 -4.702  0.21
C 1.005 2.733 -4.235  -0.29
C 1.053 3.830 -3.300  0.26
O -0.374 4.356 -3.309  -0.50
C -1.002 3.994 -4.525  -0.62
H -1.101 2.056 -4.054  -0.63
H -0.535 2.214 -5.766  0.42
H 1.750 2.775 -5.034  0.45
H 1.263 1.847 -3.610  0.04
H 1.604 4.617 -3.706  0.31
H 1.276 3.725 -2.212  -0.30
H -0.662 4.665 -5.366  0.31
H -2.106 4.090 -4.516  0.40
C 6.266 0.706 1.851  -0.83
C 5.407 1.730 2.489  -0.80
C 3.973 1.276 2.167  0.38
O 4.182 -0.181 2.189  -0.31
C 5.395 -0.446 1.517  -0.35
H 7.061 0.363 2.553  0.24
H 6.806 1.097 1.081  0.40
H 5.514 2.770 2.099  0.32
H 5.503 1.921 3.460  0.46
H 3.841 1.525 1.120  -0.27
H 3.111 1.540 2.837  0.14
H 5.319 -0.488 0.389  0.15
H 5.922 -1.322 1.813  0.42
C 0.928 0.484 -0.082  1.89
C -0.350 0.088 -0.845  0.66
C -0.053 -1.432 -1.207  -0.19
O 1.457 -1.475 -1.323  -0.57
C 2.011 -0.452 -0.622  -0.31
H 0.677 0.231 0.929  -0.82
H 1.286 1.573 -0.466  -0.38
H -0.405 0.808 -1.573  0.01
H -1.061 -0.061 -0.258  -0.77
H -0.538 -1.607 -2.065  0.70
H -0.597 -2.180 -0.634  -0.38
H 2.604 0.106 -1.374  0.13
H 2.885 -0.537 0.011  -0.02


The structure with the greatest stability is model one.


Model one:
This record from the OMol25 dataset describes 2 unconnected molecules or ions with the total composition CH6NS. The level of theory is ωB97M-V with the def2-TZVPD basis set.

Calculated values
Spin multiplicity = 1
Net charge = -1

Each line ends with the natural charge from an NBO analysis.
Cartesian coordinates (Å):
S -3.030 -0.758 -0.564  -1.07
H -3.224 -2.072 -0.361  0.09
C 1.249 0.849 0.090  -0.42
N 0.475 -0.307 0.600  -0.85
H 1.993 1.164 0.823  0.16
H 0.583 1.701 -0.056  0.19
H 1.768 0.664 -0.849  0.16
H -0.492 -0.135 0.311  0.40
H 0.677 -1.106 0.005  0.34


Model two:
This record from the OMol25 dataset describes 2 unconnected molecules or ions with the total composition CH6NS. The level of theory is ωB97M-V with the def2-TZVPD basis set.

Calculated values
Spin multiplicity = 1
Net charge = -1

Each line ends with the natural charge from an NBO analysis.
Cartesian coordinates (Å):
S -1.348 -1.891 -2.422  -1.08
H -0.400 -2.292 -3.269  0.08
C 0.497 0.513 0.301  -0.43
N 0.119 0.971 1.657  -0.86
H 0.194 -0.512 0.064  0.22
H 1.590 0.484 0.265  0.16
H 0.074 1.135 -0.476  0.20
H -0.794 1.414 1.625  0.35
H 0.069 0.179 2.256  0.34


The structure with the greatest stability is model one.


Model one:
This record from the OMol25 dataset describes C2H5NOS2 in the gas phase. The level of theory is ωB97M-V with the def2-TZVPD basis set.

Calculated values
SMILES string = COC(=S)NS
Spin multiplicity = 1

Each line ends with the natural charge from an NBO analysis.
Cartesian coordinates (Å):
C 1.517 1.897 0.028  -0.25
O 0.375 1.133 -0.073  -0.49
C 0.382 -0.205 0.027  0.41
S 1.698 -1.253 0.020  -0.23
N -0.866 -0.733 -0.017  -0.77
S -2.316 0.114 -0.038  0.20
H 2.011 1.751 0.981  0.19
H 1.190 2.908 -0.011  0.20
H 2.199 1.636 -0.762  0.20
H -0.907 -1.633 -0.513  0.43
H -2.941 -0.529 0.980  0.11


Model two:
This record from the OMol25 dataset describes C2H5NOS2 in the gas phase. The level of theory is ωB97M-V with the def2-TZVPD basis set.

Calculated values
Spin multiplicity = 1

Each line ends with the natural charge from an NBO analysis.
Cartesian coordinates (Å):
C -0.921 0.637 -0.313  0.13
C -0.501 -0.501 0.611  -0.16
N -1.836 1.381 0.045  -0.63
O 0.398 -1.381 0.092  -0.70
S 2.241 0.843 0.127  -0.44
S 1.738 -0.783 -0.712  0.72
H 2.835 -1.792 -0.264  0.11
H -0.163 0.642 -1.194  0.14
H -0.058 0.016 1.511  0.22
H -1.472 -1.173 0.745  0.24
H -2.260 2.112 -0.647  0.36


Model three:
This record from the OMol25 dataset describes C2H5NOS2 in the gas phase. The level of theory is ωB97M-V with the def2-TZVPD basis set.

Calculated values
SMILES string = CSC(=S)NO
Spin multiplicity = 1

Each line ends with the natural charge from an NBO analysis.
Cartesian coordinates (Å):
C -2.111 -0.404 -0.064  -0.77
S -1.015 0.992 0.292  0.35
C 0.479 0.142 0.218  -0.21
S 0.426 -1.457 -0.158  -0.07
N 1.842 0.951 0.469  -0.34
O 2.797 0.474 -0.448  -0.55
H -3.179 -0.150 -0.297  0.25
H -2.022 -1.110 0.783  0.24
H -1.663 -0.895 -0.978  0.25
H 1.805 1.946 0.459  0.37
H 2.642 -0.490 -0.277  0.48


The structure with the greatest stability is model one.


Model one:
This record from the OMol25 dataset describes H2IO2PS in the gas phase. The level of theory is ωB97M-V with the def2-TZVPD basis set.

Calculated values
SMILES string = OP(O)(=S)I
Spin multiplicity = 1

Each line ends with the natural charge from an NBO analysis.
Cartesian coordinates (Å):
O -0.521 -0.613 1.247  -1.01
P -0.036 0.195 -0.039  1.62
O -0.665 -0.653 -1.177  -0.97
S -0.520 2.331 0.013  -0.54
I 2.473 -0.512 -0.316  -0.17
H -0.826 -0.004 2.041  0.55
H 0.094 -0.744 -1.770  0.52


Model two:
This record from the OMol25 dataset describes 2 unconnected molecules or ions with the total composition H2IO2PS. The level of theory is ωB97M-V with the def2-TZVPD basis set.

Calculated values
SMILES string = O=P(=S)I.O
Spin multiplicity = 1

Each line ends with the natural charge from an NBO analysis.
Cartesian coordinates (Å):
O 1.733 0.326 1.667  -0.97
P 1.690 0.200 0.217  1.36
S 1.522 -1.435 -0.902  -0.38
I 2.546 2.199 -0.877  -0.01
O -2.432 -0.359 -0.362  -0.96
H -1.735 -0.538 0.273  0.48
H -3.324 -0.393 -0.016  0.48


The structure with the greatest stability is model one.


Model one:
This record from the OMol25 dataset describes 2 unconnected molecules or ions with the total composition C5H8N3O2. The level of theory is ωB97M-V with the def2-TZVPD basis set.

Calculated values
Spin multiplicity = 1
Net charge = +1

Each line ends with the natural charge from an NBO analysis.
Cartesian coordinates (Å):
C -2.612 1.151 -0.335  -0.12
C -2.696 0.431 0.868  0.18
C -1.398 -0.611 -0.555  0.28
C 1.355 -0.038 -0.067  0.31
C -0.497 -1.609 -0.884  0.30
N -1.822 0.471 -1.171  -0.36
N 0.917 1.150 0.088  -0.77
N 2.497 -0.492 0.310  -0.79
O -1.986 -0.656 0.764  -0.40
O -0.318 -2.744 -0.292  -0.56
H -3.274 1.952 -0.591  0.25
H -3.068 0.728 1.809  0.23
H 0.011 -1.399 -1.907  0.27
H -0.048 1.226 -0.255  0.41
H 1.374 1.923 0.486  0.40
H 2.549 -1.562 0.348  0.42
H 3.390 -0.021 0.453  0.41
H -0.859 -2.636 0.632  0.52


Model two:
This record from the OMol25 dataset describes a molecular structure, C5H8N3O2. The level of theory is ωB97M-V with the def2-TZVPD basis set.

Calculated values
Spin multiplicity = 1
Net charge = +1

Each line ends with the natural charge from an NBO analysis.
Cartesian coordinates (Å):
C -0.509 -0.496 -0.163  0.03
C 0.496 0.335 0.081  0.39
C -1.916 -0.369 0.151  0.59
C 1.676 -1.414 -0.748  -0.07
C -0.953 1.821 1.000  0.08
N 0.441 -1.662 -1.302  -0.59
N -2.014 0.743 0.954  -0.62
N 1.823 0.068 -0.552  -0.56
O -2.819 -1.098 -0.158  -0.50
O 0.386 1.422 0.894  -0.46
H 1.641 -1.877 0.188  0.20
H 2.434 -1.828 -1.337  0.24
H -1.183 2.549 0.166  0.19
H -0.893 2.339 2.086  0.24
H -0.152 -2.501 -1.027  0.44
H -2.925 1.072 1.166  0.43
H 1.933 0.428 -1.574  0.48
H 2.535 0.467 0.176  0.49


Model three:
This record from the OMol25 dataset describes a gas-phase ion, C5H8N3O2 (charge +1). The level of theory is ωB97M-V with the def2-TZVPD basis set.

Calculated values
Spin multiplicity = 1
Net charge = +1

Each line ends with the natural charge from an NBO analysis.
Cartesian coordinates (Å):
C 0.094 1.965 0.098  -0.19
C 0.832 1.467 1.083  -0.02
C -0.786 -0.141 -1.134  0.45
C 1.127 -0.933 0.703  0.45
C -0.627 1.291 -1.111  -0.59
N 1.304 0.191 1.382  -0.62
N -1.804 -0.888 -1.253  0.27
N 1.801 -2.017 0.814  -0.76
O -1.893 -2.075 -0.712  -0.46
O -2.657 -0.422 -2.015  -0.41
H 0.054 3.053 0.013  0.25
H 1.173 2.160 1.848  0.23
H -1.742 1.491 -0.956  0.31
H -0.019 1.850 -1.882  0.30
H 1.705 0.289 2.348  0.42
H -2.864 -2.272 -0.774  0.52
H 1.743 -2.815 0.080  0.45
H 2.559 -2.194 1.468  0.41


The structure with the greatest stability is model one.